ORCA calculation (the ωB97M-V functional and the def2-TZVPD basis) on the ion C4H3O2 with charge -1.

Calculated values
- E_tot (a.u.) = -304.6573
- HOMO level (eV) = -2.93
- spin multiplicity = 1
- maximum force (eV/Å) = 6.78
- energy above the lowest of the compared OMol25 structures with the same formula, charge and spin (kJ/mol) = 66.5
- charge = -1
- HOMO-LUMO gap (eV) = 7.29
- SMILES string = O=C1C=C([O-])C1

The geometry in XYZ format:
```
9
Properties=species:S:1:pos:R:3:nbo_charge:R:1
C 0.259 -1.290 0.040 -0.63
C -1.114 -0.113 -0.023 0.61
C 1.036 -0.130 0.106 0.44
C -0.079 0.964 0.034 -0.62
O -2.306 -0.199 0.149 -0.64
O 2.250 0.155 0.108 -0.75
H 0.361 -2.267 -0.251 0.18
H -0.154 1.230 -1.011 0.21
H -0.252 1.651 0.848 0.20
```